(1)
{"formula": "C8H16N3P", "method": "ωB97M-V with the def2-TZVPD basis set", "symbols": ["C", "C", "C", "C", "C", "C", "C", "C", "N", "N", "N", "P", "H", "H", "H", "H", "H", "H", "H", "H", "H", "H", "H", "H", "H", "H", "H", "H"], "coordinates": [[2.2336, 3.1247, -1.2050], [1.9991, 2.7200, 0.1210], [1.6600, 1.0456, -1.2879], [-2.0206, -0.4161, 2.0667], [-2.7194, -0.4624, -0.4395], [-2.0046, -2.4854, 0.6188], [1.3970, 0.4395, 1.1166], [-2.1971, -1.1953, 0.7921], [2.0266, 2.0831, -1.9833], [1.7095, 1.3864, 0.0350], [1.9027, -1.6589, -1.2075], [0.8196, -0.4294, -1.9307], [2.6982, 4.0192, -1.6594], [1.7569, 3.3345, 0.9587], [-2.0976, -1.0135, 3.0007], [-1.1703, 0.2013, 2.0582], [-2.7929, 0.3100, 2.1128], [-3.8014, -0.5190, -0.5879], [-2.3923, -0.8970, -1.3513], [-2.5855, 0.6320, -0.3929], [-2.1643, -3.0751, -0.3067], [1.4602, -0.3624, -3.2643], [-1.6570, -3.0242, 1.5437], [0.5099, -0.2073, 0.8127], [2.2755, -0.1799, 1.2698], [1.1906, 1.0339, 2.0944], [2.7115, -1.9315, -1.7087], [1.2523, -2.4728, -1.2757]], "forces_ev_per_angstrom": [[0.799, -0.725, -3.715], [-0.095, 0.338, 2.717], [-1.016, -2.822, -0.570], [-1.049, -1.346, 0.254], [-0.938, 1.256, 0.874], [0.900, -1.764, 1.848], [-0.658, 1.229, 0.546], [-0.780, 0.630, -1.622], [1.313, 3.833, -3.350], [-0.845, -1.281, 3.772], [-3.019, -0.612, 0.203], [1.959, -0.047, -0.759], [-0.559, -0.444, 0.738], [-0.274, 0.147, 0.473], [0.363, 0.198, -0.725], [1.506, 0.430, 0.046], [-1.155, 0.621, 0.122], [-0.295, -0.284, 0.727], [0.974, -0.086, -0.714], [0.570, -0.405, -0.242], [0.119, 0.727, 0.698], [-0.737, 0.364, 1.006], [-0.337, 0.066, -1.197], [1.179, 0.856, 0.589], [-0.048, -0.386, 0.200], [0.158, -1.068, -1.742], [1.011, 0.180, -0.730], [0.952, 0.396, 0.550]], "nbo_charge": [0.049, -0.058, 0.089, -0.646, -0.657, -0.420, -0.407, 0.018, -0.498, -0.458, -1.132, 0.659, 0.212, 0.193, 0.221, 0.218, 0.215, 0.217, 0.227, 0.209, 0.206, -0.022, 0.188, 0.220, 0.212, 0.205, 0.373, 0.366], "spin_multiplicity": 3, "e_lumo_ev": [0.92, -1.96], "e_tot_ev": -22308.831, "homo_lumo_gap_ev": [5.23, 7.37]}

=====

(2)
{"formula": "ClNO2S", "method": "ωB97M-V with the def2-TZVPD basis set", "symbols": ["N", "O", "O", "S", "Cl"], "coordinates": [[0.2886, -0.1126, 0.0668], [1.1065, -1.0243, 0.0552], [0.3949, 1.0367, 0.4052], [-1.2788, -0.7154, -0.6083], [-2.6682, 1.0307, -0.4992]], "forces_ev_per_angstrom": [[0.049, 0.203, -0.168], [-0.878, 1.115, 0.120], [0.272, -1.071, -0.107], [-1.422, 1.945, 0.224], [1.979, -2.192, -0.070]], "nbo_charge": [0.415, -0.350, -0.307, 0.394, -0.152], "e_above_lowest_kcal_mol": 13.3, "spin_multiplicity": 1, "e_lumo_ev": -1.90, "e_tot_ev": -28938.859, "homo_lumo_gap_ev": 8.96, "smiles": "O=[N+]([O-])SCl"}

=====

(3)
{"formula": "C42H48BBrEuN5OP2S3", "method": "ωB97M-V with the def2-TZVPD basis set", "symbols": ["Eu", "C", "C", "C", "C", "C", "Br", "N", "C", "H", "H", "H", "H", "H", "H", "C", "C", "P", "C", "C", "C", "C", "C", "C", "C", "C", "C", "C", "C", "C", "P", "C", "C", "C", "C", "C", "C", "C", "C", "C", "C", "C", "C", "H", "H", "H", "H", "H", "H", "H", "H", "H", "H", "H", "H", "H", "H", "H", "H", "H", "H", "H", "H", "H", "H", "H", "H", "C", "N", "C", "C", "N", "B", "N", "C", "C", "N", "C", "C", "S", "C", "S", "H", "H", "H", "H", "H", "H", "H", "H", "H", "H", "H", "H", "C", "S", "C", "O", "H", "H", "H", "H", "H", "H"], "coordinates": [[-0.6603, 0.9331, -0.2938], [3.5379, 2.6666, 6.7947], [3.3049, 1.9514, 5.5174], [2.6171, 0.7042, 5.5179], [2.2574, 0.2411, 4.3098], [2.7110, 0.8577, 3.1332], [2.1945, 0.1364, 1.3658], [3.3404, 2.0501, 3.0974], [3.5360, 2.5821, 4.3399], [2.5827, 3.0888, 7.1585], [4.2879, 3.4368, 6.6928], [3.9398, 1.9622, 7.5588], [2.3233, 0.2249, 6.4311], [1.6450, -0.6952, 4.1905], [3.9190, 3.6338, 4.3388], [1.3136, -1.6704, -3.0437], [1.7961, -1.9090, -1.6328], [0.6346, -2.7486, -0.4351], [0.3290, -4.2571, -1.3987], [-0.9602, -4.7721, -1.2533], [-1.3059, -5.9384, -1.9160], [-0.4227, -6.5685, -2.8489], [0.8589, -6.0278, -3.0125], [1.2218, -4.8746, -2.3051], [1.9334, -3.4532, 0.6725], [1.7440, -3.3054, 2.0698], [2.6885, -3.7988, 2.9260], [3.8397, -4.4640, 2.4984], [3.9727, -4.5783, 1.1255], [3.0780, -4.0356, 0.1997], [0.1860, -0.1572, -3.1019], [1.2376, 1.0411, -3.9254], [2.5583, 1.3437, -3.4577], [3.1676, 2.5358, -3.8511], [2.5503, 3.4196, -4.7725], [1.3248, 3.0080, -5.3281], [0.6504, 1.9082, -4.8593], [-1.0730, -0.6457, -4.3726], [-2.3893, -0.7425, -3.8921], [-3.3983, -1.2004, -4.7319], [-3.2000, -1.4369, -6.0566], [-1.9212, -1.3327, -6.5628], [-0.8579, -0.9286, -5.7329], [0.7173, -2.4967, -3.3524], [2.1302, -1.5057, -3.7518], [2.0736, -0.9582, -1.2220], [2.7418, -2.4623, -1.6733], [-1.6825, -4.3954, -0.5187], [-2.3035, -6.3789, -1.7613], [-0.8589, -7.3878, -3.4569], [1.5979, -6.4787, -3.7160], [2.2343, -4.4382, -2.4625], [0.8647, -2.8382, 2.4999], [2.4853, -3.7182, 3.9674], [4.5694, -4.8828, 3.2033], [4.8320, -5.0942, 0.7313], [3.2972, -4.2277, -0.8420], [3.1208, 0.6076, -2.8405], [4.2210, 2.6984, -3.5166], [2.9243, 4.4452, -4.9308], [0.8063, 3.5970, -6.0818], [-0.3749, 1.6954, -5.1587], [-2.5832, -0.5705, -2.8671], [-4.3553, -1.3248, -4.2819], [-4.0508, -1.8250, -6.6336], [-1.6638, -1.7023, -7.5592], [0.1639, -0.9292, -6.1206], [1.5851, 5.6549, -0.3242], [0.2283, 5.3527, 0.2141], [-0.1365, 5.7444, 1.5026], [-1.2589, 5.0842, 1.8210], [-1.6286, 4.2814, 0.6840], [-2.7199, 3.2000, 0.8788], [-3.0507, 2.8208, 2.3465], [-4.1498, 3.1712, 3.0905], [-3.9662, 2.8101, 4.3961], [-2.7127, 2.2382, 4.4504], [-2.0063, 1.6148, 5.6457], [-2.1943, 2.2138, 3.1740], [-0.7288, 1.5868, 2.7014], [-0.7157, 4.3638, -0.2834], [-0.6293, 3.4680, -1.7226], [2.3994, 5.3052, 0.3129], [1.6971, 6.7526, -0.4512], [1.6308, 5.2084, -1.3470], [0.5477, 6.3914, 2.0236], [-1.9387, 5.2277, 2.6871], [-2.4668, 2.1791, 0.2739], [-3.7497, 3.5384, 0.3062], [-5.0860, 3.5420, 2.7240], [-4.5580, 2.9754, 5.3002], [-1.1669, 2.2237, 6.0399], [-1.5678, 0.6405, 5.3598], [-2.7779, 1.3872, 6.4655], [-3.9581, -1.7816, 1.6998], [-3.9947, -0.6140, 0.2749], [-4.5154, -1.7649, -1.0239], [-2.5138, -0.3624, -0.1667], [-4.9000, -2.3189, 1.6285], [-3.8737, -1.2694, 2.6793], [-3.1191, -2.4494, 1.6347], [-5.3054, -2.4167, -0.6038], [-3.7179, -2.4222, -1.3694], [-4.9814, -1.1910, -1.8312]], "forces_ev_per_angstrom": [[0.709, 0.536, 0.606], [0.168, -0.556, 1.173], [-1.155, -0.963, 1.032], [1.037, 2.082, 0.107], [-1.054, -2.849, -2.374], [0.322, 2.349, -0.195], [0.526, 0.256, 0.957], [-1.325, -1.919, 1.013], [0.863, 1.077, -1.977], [0.550, -0.074, 0.007], [0.003, 0.400, -0.058], [-0.444, 0.465, -0.365], [-0.034, -0.164, 0.278], [0.716, 1.075, 0.202], [-0.163, -1.113, -0.013], [-0.696, 1.117, 0.119], [0.798, -0.338, -0.062], [1.052, -0.030, -0.383], [-0.468, -0.075, -0.787], [0.117, -1.100, 0.314], [0.104, -0.980, -1.235], [-1.099, 0.789, 0.698], [0.189, -0.156, -0.422], [0.120, 0.222, 0.292], [-1.187, 1.391, 0.842], [0.179, -0.330, -1.208], [0.495, -0.492, 0.693], [-0.650, 0.295, -0.402], [0.914, -0.140, -0.212], [0.611, -1.037, 0.915], [0.146, -1.342, -0.756], [0.959, 1.309, 0.090], [-0.723, -0.535, -0.513], [0.840, 0.029, -0.430], [-0.566, -0.630, 0.693], [0.370, 1.253, 0.011], [0.047, -1.126, 0.758], [-0.556, 0.453, 0.120], [0.937, -0.668, -1.314], [0.037, 0.888, 1.393], [-0.512, -0.843, -0.749], [1.436, -0.182, -0.035], [-0.050, -0.427, 0.168], [-0.399, -0.703, -0.594], [-0.056, -0.139, 0.113], [0.267, 0.660, 0.574], [-0.230, 0.019, 0.092], [0.437, 0.278, -0.346], [0.537, 0.262, -0.131], [0.831, 0.441, 0.540], [-0.796, 0.389, 0.619], [-1.014, -0.471, 0.021], [-0.055, 0.058, -0.340], [0.034, 0.122, 0.804], [-0.400, 0.224, -0.429], [0.245, -0.127, -0.076], [-0.143, 0.236, 0.119], [-0.537, 0.758, -0.305], [-1.124, 0.178, -0.154], [0.082, -0.894, -0.290], [0.288, 0.199, 0.191], [0.294, 0.206, -0.242], [-0.236, 0.265, 0.946], [-0.782, -0.123, 0.032], [0.600, 0.291, -0.012], [-0.288, 0.450, 0.182], [-0.338, 0.127, -0.004], [-1.103, 0.349, -1.230], [-0.086, -1.419, -0.639], [0.472, -0.685, -1.297], [-1.181, 0.006, -0.601], [0.242, 0.152, 2.406], [-1.575, -0.359, -1.476], [-0.191, 0.448, 0.172], [-1.067, -0.047, 1.347], [0.108, 0.383, -0.242], [1.629, -1.140, 0.511], [-1.228, -0.300, 0.093], [-0.275, 0.318, 0.953], [1.407, -0.785, -0.023], [1.747, 2.178, 2.035], [0.285, 0.123, -0.258], [-0.312, -0.289, 0.004], [-0.182, -0.620, 0.144], [0.127, 0.188, 0.916], [-0.359, 0.164, 0.245], [0.733, -0.420, -0.885], [0.183, 0.115, 0.158], [0.129, 0.118, 0.500], [0.164, 0.381, -0.569], [0.172, -0.182, -0.636], [-0.765, -0.022, -0.389], [-0.318, 0.558, -0.187], [1.094, 0.665, -1.278], [-0.109, 0.768, 0.085], [2.011, -0.545, -0.549], [-1.257, -0.503, 0.583], [-2.308, -0.676, 0.809], [-0.044, -0.067, 0.201], [-0.213, 0.122, -0.813], [0.384, -0.354, -0.428], [0.242, 0.383, -0.182], [0.286, 0.391, 0.110], [0.376, -0.021, 0.109]], "mulliken_spin": [7.003, 0.000, 0.000, 0.000, 0.000, 0.000, 0.012, 0.000, 0.000, 0.000, 0.000, 0.000, 0.000, 0.000, 0.000, -0.008, 0.002, 0.007, 0.000, 0.001, 0.000, 0.000, 0.000, 0.001, -0.002, 0.001, 0.000, 0.000, 0.000, -0.001, 0.022, -0.006, -0.001, 0.001, -0.001, 0.000, 0.003, -0.006, -0.006, 0.002, 0.000, 0.000, 0.000, -0.001, -0.001, 0.000, 0.000, 0.000, 0.000, 0.000, 0.000, 0.000, 0.000, 0.000, 0.000, 0.000, 0.000, -0.001, 0.000, 0.000, 0.000, 0.000, 0.001, 0.000, 0.000, 0.000, 0.000, 0.001, 0.000, 0.000, 0.000, 0.000, -0.040, 0.003, -0.001, 0.000, 0.000, 0.000, 0.001, 0.002, 0.003, -0.006, 0.000, 0.000, 0.000, 0.000, 0.000, 0.019, 0.000, 0.000, 0.000, 0.000, 0.000, 0.000, 0.000, -0.003, 0.001, -0.003, 0.000, 0.000, 0.000, 0.000, 0.000, 0.000], "e_above_lowest_kcal_mol": 0.0, "spin_multiplicity": 8, "total_charge": 1, "e_lumo_ev": [-1.73, -1.73], "e_tot_ev": -194959.117, "homo_lumo_gap_ev": [7.81, 7.98]}